[1]
{
  "formula": "C36H32F5LuOP2Te",
  "method": "wB97M-V/def2-TZVPD",
  "mol_weight_g_mol": 940.2,
  "homo_ev": -14.52,
  "total_charge": 2,
  "homo_lumo_gap_ev": 5.86,
  "de_lowest_kj_mol": 854.2,
  "elements": ["C", "C", "C", "C", "C", "C", "P", "C", "C", "C", "C", "C", "C", "Lu", "P", "C", "C", "C", "C", "C", "C", "C", "C", "C", "C", "C", "C", "C", "C", "C", "C", "C", "C", "C", "C", "C", "C", "C", "C", "H", "H", "H", "H", "H", "H", "H", "H", "H", "H", "H", "H", "H", "H", "H", "H", "H", "H", "H", "H", "H", "H", "H", "H", "H", "H", "H", "H", "H", "H", "H", "H", "F", "Te", "F", "F", "F", "F", "O"],
  "coordinates": [[0.7402, -0.9512, -2.2971], [-0.2910, -1.3680, -1.4582], [-1.5785, -1.5177, -1.9674], [-1.8272, -1.2771, -3.3129], [-0.7926, -0.8819, -4.1607], [0.4934, -0.7140, -3.6446], [0.0203, -1.7134, 0.2617], [-1.2671, -2.8864, 0.7654], [-2.3486, -2.4864, 1.5535], [-3.3646, -3.3986, 1.8448], [-3.2933, -4.7027, 1.3592], [-2.2016, -5.0980, 0.5807], [-1.1876, -4.1834, 0.2829], [-0.0024, -0.0034, 1.9452], [0.0166, 1.6501, 0.1520], [-1.3307, 1.7101, -1.0026], [-1.1514, 2.0865, -2.3258], [-2.2564, 2.1757, -3.1780], [-3.5354, 1.8877, -2.7052], [-3.7106, 1.4899, -1.3795], [-2.6097, 1.3902, -0.5330], [-0.2437, 3.0568, 1.3074], [0.6084, 3.1664, 2.4140], [0.4439, 4.2137, 3.3151], [-0.5621, 5.1540, 3.1137], [-1.4059, 5.0455, 2.0065], [-1.2497, 3.9971, 1.1030], [1.5874, 1.9930, -0.6195], [2.6607, 1.1115, -0.4713], [3.8940, 1.4088, -1.0502], [4.0591, 2.5964, -1.7629], [2.9946, 3.4928, -1.8813], [1.7576, 3.1912, -1.2989], [1.6005, -2.5830, 0.3506], [2.0073, -3.3595, -0.7262], [3.2011, -4.0854, -0.6556], [3.9808, -4.0351, 0.5020], [3.5647, -3.2621, 1.5850], [2.3773, -2.5323, 1.5132], [1.4057, 2.4282, 2.5684], [1.1039, 4.2891, 4.1798], [-0.6921, 5.9747, 3.8190], [-2.1916, 5.7836, 1.8461], [-1.9157, 3.9103, 0.2464], [-0.1587, 2.2965, -2.7122], [-2.1117, 2.4633, -4.2197], [-4.3934, 1.9608, -3.3724], [-4.7056, 1.2482, -1.0066], [-2.7344, 1.0555, 0.5000], [2.5270, 0.1963, 0.1135], [4.7285, 0.7176, -0.9353], [5.0215, 2.8335, -2.2135], [3.1282, 4.4308, -2.4170], [0.9438, 3.9105, -1.3693], [1.4131, -3.4027, -1.6372], [3.5183, -4.6883, -1.5041], [4.9107, -4.5988, 0.5556], [4.1654, -3.2225, 2.4925], [2.0460, -1.9278, 2.3634], [-2.3785, -1.4682, 1.9526], [-4.2053, -3.0894, 2.4640], [-4.0800, -5.4176, 1.5930], [-2.1354, -6.1188, 0.2102], [-0.3387, -4.5021, -0.3164], [-2.3915, -1.8328, -1.3139], [-2.8379, -1.3944, -3.7059], [-0.9878, -0.6965, -5.2155], [1.3085, -0.3988, -4.2978], [1.7499, -0.8221, -1.9092], [-0.0564, 0.1307, -7.2889], [0.6938, 0.1288, -7.2381], [-0.7626, 1.6073, 4.5343], [-0.0153, -0.0102, 5.4646], [1.8456, 0.6596, 5.1707], [-0.0929, 1.0136, 7.1920], [0.7102, -1.5959, 6.4052], [-1.8755, -0.6471, 5.7649], [0.0436, -0.9825, 3.7116]],
  "lowdin_charge": [-0.109, -0.388, -0.075, -0.048, -0.052, -0.048, 0.916, -0.377, -0.108, -0.045, -0.033, -0.026, -0.059, 1.426, 0.902, -0.405, -0.070, -0.043, -0.044, -0.050, -0.118, -0.373, -0.140, -0.055, -0.029, -0.031, -0.063, -0.383, -0.117, -0.047, -0.035, -0.029, -0.077, -0.380, -0.090, -0.028, -0.035, -0.043, -0.095, 0.099, 0.128, 0.127, 0.125, 0.112, 0.105, 0.125, 0.123, 0.122, 0.100, 0.075, 0.121, 0.124, 0.123, 0.122, 0.115, 0.123, 0.124, 0.123, 0.076, 0.076, 0.123, 0.125, 0.123, 0.110, 0.115, 0.125, 0.087, 0.117, 0.098, 0.019, 0.029, -0.406, 2.059, -0.389, -0.336, -0.352, -0.365, -0.746]
}


[2]
{
  "formula": "C36H32ILaN3O2Si",
  "method": "wB97M-V/def2-TZVPD",
  "mol_weight_g_mol": 832.6,
  "homo_ev": -9.36,
  "total_charge": 1,
  "homo_lumo_gap_ev": 5.72,
  "de_lowest_kj_mol": 39.6,
  "elements": ["La", "C", "O", "C", "N", "C", "C", "C", "C", "C", "C", "C", "C", "C", "C", "C", "C", "N", "C", "N", "C", "C", "O", "C", "C", "C", "C", "C", "C", "H", "H", "H", "H", "H", "H", "H", "H", "H", "H", "H", "H", "H", "H", "H", "H", "H", "H", "H", "I", "C", "H", "H", "C", "C", "C", "C", "C", "C", "Si", "C", "C", "C", "C", "C", "C", "H", "H", "H", "H", "H", "H", "H", "H", "H", "H", "H"],
  "coordinates": [[-0.2097, 0.6299, -0.9963], [0.3685, 5.7567, -0.2087], [-1.0728, 5.5277, -0.4135], [-1.1906, 4.2279, -0.6845], [-0.1489, 3.5178, -0.7651], [1.0107, 4.3738, -0.4794], [1.8139, 3.7918, 0.6613], [1.2235, 2.9647, 1.6126], [1.9762, 2.4137, 2.6457], [3.3332, 2.6906, 2.7348], [3.9277, 3.5289, 1.7964], [3.1716, 4.0751, 0.7661], [-2.5700, 3.6922, -0.8387], [-3.6727, 4.5222, -0.9066], [-4.9264, 3.9414, -0.9958], [-5.0323, 2.5610, -0.9854], [-3.8688, 1.8178, -0.9100], [-2.6540, 2.3637, -0.8570], [-3.8929, 0.3333, -0.8139], [-2.8559, -0.3952, -0.8143], [-3.2780, -1.7834, -0.5446], [-4.8234, -1.6781, -0.5122], [-5.0845, -0.2356, -0.6656], [-2.6572, -2.2935, 0.7365], [-2.1184, -1.4324, 1.6840], [-1.5358, -1.9293, 2.8481], [-1.4954, -3.2960, 3.0708], [-2.0493, -4.1636, 2.1322], [-2.6238, -3.6647, 0.9735], [0.5096, 6.0957, 0.8119], [0.6818, 6.5263, -0.9034], [1.6385, 4.3870, -1.3673], [0.1543, 2.7758, 1.5737], [1.5019, 1.7732, 3.3826], [3.9261, 2.2592, 3.5333], [4.9877, 3.7472, 1.8600], [3.6500, 4.7007, 0.0157], [-3.5383, 5.5935, -0.8805], [-5.8133, 4.5580, -1.0538], [-5.9885, 2.0595, -1.0238], [-2.9348, -2.4103, -1.3638], [-5.2446, -1.9898, 0.4364], [-5.3177, -2.1939, -1.3277], [-2.1727, -0.3567, 1.5326], [-1.1058, -1.2476, 3.5749], [-1.0310, -3.6876, 3.9687], [-2.0150, -5.2342, 2.2973], [-3.0178, -4.3506, 0.2272], [2.5004, 1.9472, -2.9503], [2.2607, 0.8560, -1.0989], [2.8020, 1.4286, -0.3439], [2.8032, -0.0716, -1.2829], [2.7404, -2.9262, 3.1105], [2.6347, -3.9773, 2.2037], [1.9525, -3.8003, 1.0041], [1.3517, -2.5767, 0.6808], [1.4813, -1.5431, 1.6114], [2.1643, -1.6984, 2.8139], [0.4044, -2.2947, -0.9255], [1.5706, -2.7076, -2.3496], [1.0451, -3.0421, -3.6049], [1.8704, -3.2666, -4.7019], [3.2480, -3.1609, -4.5655], [3.7927, -2.8370, -3.3298], [2.9619, -2.6138, -2.2353], [3.2762, -3.0625, 4.0435], [3.0894, -4.9361, 2.4320], [1.8861, -4.6293, 0.3035], [1.0403, -0.5607, 1.4081], [2.2535, -0.8712, 3.5101], [-0.6425, -3.3567, -1.0052], [-0.0331, -3.1438, -3.7280], [1.4395, -3.5330, -5.6614], [3.8939, -3.3397, -5.4158], [4.8677, -2.7647, -3.2152], [3.4098, -2.3816, -1.2721]],
  "lowdin_charge": [1.656, -0.008, 0.038, -0.335, 0.050, -0.263, -0.221, -0.072, -0.075, -0.066, -0.054, -0.029, -0.169, 0.038, 0.004, 0.038, -0.169, 0.109, -0.339, 0.031, -0.253, -0.010, 0.039, -0.242, -0.069, -0.080, -0.066, -0.053, -0.050, 0.135, 0.132, 0.088, 0.101, 0.105, 0.111, 0.114, 0.126, 0.132, 0.128, 0.132, 0.135, 0.135, 0.132, 0.096, 0.110, 0.113, 0.113, 0.125, 0.710, -0.888, -0.066, -0.085, -0.084, -0.076, -0.095, -0.363, -0.166, -0.091, 0.548, -0.381, -0.134, -0.093, -0.092, -0.082, -0.126, 0.104, 0.106, 0.110, 0.045, 0.095, -0.036, 0.090, 0.102, 0.102, 0.104, 0.097]
}


[3]
{
  "formula": "C36H32N3O6PS3Ta",
  "method": "wB97M-V/def2-TZVPD",
  "mol_weight_g_mol": 910.8,
  "homo_ev": [-6.13, -7.62],
  "total_charge": 0,
  "homo_lumo_gap_ev": [5.46, 6.95],
  "multiplicity": 2,
  "de_lowest_kj_mol": 167.4,
  "s2": 0.76,
  "elements": ["Ta", "O", "C", "C", "C", "C", "C", "C", "C", "O", "N", "O", "O", "H", "H", "H", "H", "C", "C", "C", "C", "C", "C", "C", "C", "C", "C", "C", "C", "C", "C", "C", "N", "H", "H", "H", "H", "H", "H", "H", "H", "H", "H", "C", "C", "C", "C", "C", "C", "C", "C", "C", "S", "C", "N", "H", "H", "H", "H", "H", "H", "H", "H", "C", "C", "O", "P", "S", "S", "O", "C", "C", "H", "H", "H", "H", "H", "H", "H", "H", "H", "H"],
  "coordinates": [[-0.0318, 0.0527, 0.4192], [-1.6704, 0.8171, 1.7915], [-1.7315, 1.6950, 2.6476], [-0.6458, 2.5226, 3.0824], [-0.8773, 3.5225, 4.0281], [0.1701, 4.2890, 4.4670], [1.4736, 4.0749, 3.9931], [1.7185, 3.0937, 3.0736], [0.6623, 2.2867, 2.5786], [0.9008, 1.3653, 1.7191], [-0.0715, 5.3385, 5.4493], [0.8804, 6.0046, 5.8115], [-1.2163, 5.5172, 5.8218], [-2.7045, 1.8610, 3.1318], [-1.8718, 3.6978, 4.4173], [2.2710, 4.6990, 4.3703], [2.7166, 2.9128, 2.6977], [-2.9222, 3.0802, -1.3411], [-2.1164, 3.8712, -2.1570], [-0.7706, 3.5983, -2.2260], [-0.2139, 2.5415, -1.4860], [-1.0028, 1.7093, -0.6735], [-2.3747, 2.0313, -0.6311], [1.2185, 2.2611, -1.5365], [2.0795, 3.0339, -2.3661], [3.3902, 2.7289, -2.4747], [3.9188, 1.6814, -1.6861], [5.2903, 1.3540, -1.7180], [5.8002, 0.3901, -0.8947], [4.9414, -0.2533, 0.0116], [3.6058, 0.0461, 0.0460], [3.0373, 0.9931, -0.8236], [1.6714, 1.2376, -0.8122], [-3.9845, 3.2813, -1.2700], [-2.5394, 4.6858, -2.7302], [-0.1590, 4.2179, -2.8662], [-3.0389, 1.4210, -0.0351], [1.6684, 3.8521, -2.9331], [4.0455, 3.2859, -3.1336], [5.9310, 1.8954, -2.4038], [6.8528, 0.1425, -0.9204], [5.3358, -0.9880, 0.7025], [2.9706, -0.4119, 0.7780], [0.3373, -0.5318, -2.9785], [1.0130, -1.6384, -2.2330], [1.5337, -2.6781, -3.0424], [2.2062, -3.7118, -2.4891], [2.3891, -3.7339, -1.0929], [3.1222, -4.7814, -0.4901], [3.3337, -4.8000, 0.8543], [2.8017, -3.7602, 1.6342], [2.0754, -2.7406, 1.0758], [1.4877, -1.4833, 2.1639], [1.8399, -2.6821, -0.3260], [1.1338, -1.6390, -0.9060], [0.1322, -0.8551, -3.9973], [0.9866, 0.3399, -3.0344], [-0.5966, -0.2362, -2.5079], [1.3822, -2.6156, -4.1100], [2.6149, -4.5120, -3.0939], [3.5133, -5.5629, -1.1298], [3.8934, -5.5981, 1.3222], [2.9491, -3.7579, 2.7066], [-5.0201, -3.1765, -3.0795], [-4.5845, -2.7655, -1.6913], [-3.3682, -3.4454, -1.3821], [-2.3324, -3.0789, -0.1726], [-0.5171, -1.7752, 2.0794], [-2.0308, -1.0154, -0.6374], [-3.2884, -3.0310, 1.1516], [-4.1785, -1.9865, 1.5595], [-5.3156, -2.6092, 2.3365], [-5.9635, -2.6928, -3.3379], [-5.1559, -4.2567, -3.1346], [-4.2672, -2.8841, -3.8114], [-5.3401, -3.0426, -0.9498], [-4.4254, -1.6854, -1.6441], [-4.5452, -1.4347, 0.6937], [-3.6161, -1.2819, 2.1773], [-5.8723, -3.3073, 1.7102], [-6.0009, -1.8357, 2.6878], [-4.9336, -3.1539, 3.1999]],
  "lowdin_spin": [0.722, 0.007, 0.001, 0.007, -0.002, 0.008, 0.002, 0.005, 0.004, 0.021, 0.001, 0.002, 0.003, 0.000, 0.000, 0.000, 0.000, -0.001, 0.021, -0.001, 0.019, 0.008, 0.016, 0.026, -0.001, 0.018, 0.001, 0.004, 0.000, 0.005, -0.001, 0.004, 0.011, -0.001, 0.001, -0.001, 0.001, -0.001, 0.001, 0.000, 0.000, 0.000, 0.000, 0.013, 0.007, 0.001, 0.001, 0.000, 0.000, 0.000, 0.000, 0.000, -0.005, 0.001, 0.011, 0.001, 0.001, 0.006, 0.000, 0.000, 0.000, 0.000, 0.000, 0.000, 0.000, 0.000, 0.007, 0.024, 0.011, 0.004, 0.000, 0.000, 0.000, 0.000, 0.000, 0.000, 0.000, 0.000, 0.000, 0.000, 0.000, 0.000]
}